Entry from the Open Molecules 2025 dataset: a molecular structure, C15H42CaF6O18S2 (the ωB97M-V functional and the def2-TZVPD basis).

Structure (XYZ):
```
84
Properties=species:S:1:pos:R:3
Ca -2.868 2.419 1.503
S -0.681 -0.134 -0.179
S 0.439 4.438 1.211
F 1.793 4.228 -1.120
F 1.322 6.267 -0.620
F -0.266 4.837 -1.357
F 0.931 1.580 -1.267
F 1.741 -0.402 -1.237
F 1.792 0.749 0.624
O 4.713 -3.425 0.054
O 4.579 -0.600 2.400
O -1.005 -4.336 -4.191
O -2.804 3.511 -0.743
O -0.735 3.564 1.193
O -0.592 -1.322 0.658
O -1.104 -0.502 -1.559
O -2.966 0.317 2.645
O -0.650 0.266 -3.966
O -5.028 2.276 2.881
O -4.479 1.393 -0.030
O 1.673 3.846 1.604
O -2.234 -3.013 -1.959
O 5.708 2.748 -2.825
O 0.267 5.620 2.047
O -0.232 -3.353 2.093
O -1.493 1.005 0.326
O -1.274 -1.687 4.002
C -0.381 -1.494 5.111
C -1.215 -4.016 -1.840
C 3.886 1.184 -2.741
C -4.095 1.633 -1.374
C 4.422 2.512 -2.257
C 1.081 -3.865 2.136
C -0.258 -3.969 -3.045
C -4.252 0.053 3.071
C 1.096 0.505 -0.530
C 0.574 -0.335 -4.395
C 4.765 -2.747 1.331
C 4.350 -1.267 1.158
C 0.832 5.009 -0.577
C -3.836 3.144 -1.573
C -4.975 1.185 3.819
H -5.300 0.896 -0.050
H -1.908 -2.125 -1.794
H 4.115 0.900 -3.768
H 5.742 -2.899 1.789
H -4.924 -0.257 2.271
H 0.306 -1.111 -5.112
H -2.608 4.377 -1.106
H -4.505 1.618 4.702
H 4.277 0.306 2.303
H -5.613 2.902 3.313
H 4.491 2.513 -1.169
H -0.292 -2.641 1.451
H -2.417 -0.315 3.115
H 1.151 0.363 -5.002
H 6.315 2.193 -2.330
H 3.350 -1.269 0.723
H -4.765 3.708 -1.491
H -1.134 -2.367 3.339
H 4.936 -0.841 0.343
H -3.301 0.939 -1.647
H 1.121 -4.841 1.651
H 1.181 -0.750 -3.591
H -4.953 1.478 -2.029
H 4.127 -3.232 2.070
H -0.993 -1.266 5.984
H 1.465 -3.982 3.149
H -4.105 -0.779 3.760
H 5.273 -3.003 -0.602
H 0.587 -4.637 -2.880
H -1.755 -4.962 -1.790
H -3.520 3.153 -2.617
H 0.349 -0.751 4.790
H 4.146 0.349 -2.090
H -0.872 -0.251 -3.189
H -0.716 -3.855 -0.885
H 0.157 -2.961 -3.070
H 2.800 1.259 -2.683
H -0.427 -4.213 -4.947
H 0.053 -2.460 5.370
H 3.789 3.339 -2.579
H -5.966 0.781 4.024
H 1.805 -3.127 1.790
```

Its highest occupied orbital energy is -9.315 eV. As for the HOMO-LUMO gap: 0.30268 Eh. For the LUMO energy, the calculation gives -1.08 eV. For the largest force on an atom, the calculation gives 3.82 eV Å⁻¹.